17
Properties=species:S:1:pos:R:3:forces:R:3:mulliken_charge:R:1 method="wB97M-V/def2-TZVPD" e_homo_ev="-8.3 / -7.4" total_charge=0 gap_ev="8.45 / 7.60" de_lowest_ev=6.7554 spin_multiplicity=1 lumo_energy_ev="0.17 / 0.16" e_tot_ha=-400.928503
C 1.3268 0.6393 1.3780 -0.08 -0.20 0.04 -1.01
C -0.0187 -0.0534 -1.2633 0.41 -0.54 -0.27 0.18
C -0.1254 1.1687 -0.6614 -0.15 0.41 0.63 0.40
N -1.3446 -1.7202 1.3119 0.55 -0.51 -0.27 -0.37
C 0.1964 1.3045 0.6774 0.16 0.17 -0.65 -0.09
C 0.3838 -0.9117 -2.1584 0.03 -0.10 0.08 -0.73
O -0.8744 -0.7561 0.4969 -0.63 0.51 0.68 -0.36
O -0.9339 2.1527 -1.2177 -0.08 -0.20 -0.04 -0.53
H -1.4464 1.7608 -1.9359 0.07 0.06 0.08 0.33
H -2.2426 -2.1226 1.0548 0.06 0.23 -0.15 0.21
H -0.6465 -2.4395 1.4892 -0.15 -0.03 -0.05 0.21
H -0.2801 2.1354 1.1889 -0.01 0.02 -0.04 0.38
H -0.0056 -1.9250 -2.1940 -0.01 0.08 0.00 0.25
H 1.1546 -0.6538 -2.8827 -0.08 0.05 0.05 0.26
H 0.9882 0.2317 2.3347 0.03 0.02 -0.04 0.27
H 1.7466 -0.1735 0.7861 -0.02 0.04 0.00 0.26
H 2.1218 1.3627 1.5955 -0.09 -0.02 -0.05 0.34